A molecular structure, C54H58N3O3S4SiTi, computed with ωB97M-V/def2-TZVPD.

XYZ file:
```
124
Properties=species:S:1:pos:R:3
Ti -0.0401 0.1221 -1.6172
C -4.5179 5.9064 2.3793
C -3.4553 4.9459 1.9190
C -3.6107 3.5648 2.0787
C -2.6221 2.6803 1.6905
C -1.4600 3.1898 1.1234
C -1.2862 4.5559 0.9172
C -2.2851 5.4243 1.3237
S -0.0965 2.1883 0.6612
O -0.7752 0.9452 -0.0511
C 0.5673 1.6463 2.2243
C 1.5669 2.5712 2.6180
C 2.1809 2.4296 3.8219
C 1.8705 1.3343 4.6607
C 2.5349 1.1591 5.8996
C 2.2428 0.0945 6.6982
C 1.2773 -0.8542 6.2887
C 0.6260 -0.7184 5.0975
C 0.8936 0.3891 4.2481
C 0.2055 0.5710 3.0055
C -0.8580 -0.4259 2.6400
C -2.1108 -0.4096 3.3235
C -2.4043 0.5516 4.3250
C -3.6159 0.5480 4.9522
C -4.6010 -0.4069 4.6092
C -4.3489 -1.3409 3.6471
C -3.1000 -1.3692 2.9820
C -2.8269 -2.3455 1.9856
C -1.6270 -2.3751 1.3535
C -0.6522 -1.4091 1.7020
S 0.8753 -1.4180 0.8382
O 0.3872 -1.4031 -0.6825
C 1.4049 -3.0910 1.0356
C 2.1740 -3.6481 0.0206
C 2.7038 -4.9141 0.2064
C 2.5122 -5.6095 1.4006
C 3.1106 -6.9728 1.6101
C 1.7575 -5.0066 2.4097
C 1.2026 -3.7500 2.2428
H -5.3821 5.3874 2.7890
H -4.8522 6.5382 1.5552
H -4.1198 6.5695 3.1496
H -4.5204 3.1792 2.5251
H -2.7579 1.6122 1.8180
H -0.3787 4.9341 0.4561
H -2.1591 6.4919 1.1789
H 1.8300 3.3901 1.9538
H 2.9333 3.1428 4.1418
H 3.2812 1.8869 6.1988
H 2.7519 -0.0323 7.6456
H 1.0496 -1.6950 6.9326
H -0.1102 -1.4578 4.8070
H -1.6570 1.2883 4.5956
H -3.8242 1.2773 5.7251
H -5.5569 -0.3943 5.1172
H -5.0995 -2.0783 3.3841
H -3.5878 -3.0820 1.7509
H -1.3980 -3.1306 0.6117
H 2.3624 -3.0974 -0.8931
H 3.2926 -5.3650 -0.5843
H 3.8754 -7.1947 0.8679
H 2.3392 -7.7441 1.5402
H 3.5544 -7.0518 2.6027
H 1.6071 -5.5317 3.3467
H 0.6257 -3.2943 3.0389
C 4.2093 1.0398 -4.8142
N 3.0649 1.9108 -4.5172
C 3.0313 3.2879 -4.6848
C 1.8085 3.7025 -4.3342
N 1.0919 2.5650 -3.9451
C 1.8846 1.4688 -4.0751
S 1.5171 -0.1618 -3.7729
C -0.3105 2.5990 -3.7083
C -1.0954 3.3901 -4.5270
C -2.4443 3.5174 -4.2447
C -2.9648 2.8564 -3.1412
C -2.1163 2.0683 -2.4010
N -0.8053 1.9145 -2.6781
H 5.0527 1.6630 -5.0934
H 3.9656 0.3692 -5.6347
H 4.4583 0.4516 -3.9343
H 3.8865 3.8503 -5.0210
H 1.3922 4.6945 -4.2791
H -0.6514 3.8856 -5.3799
H -3.0797 4.1242 -4.8776
H -4.0044 2.9506 -2.8583
H -2.4890 1.5325 -1.5420
C 4.2823 -0.4331 1.6586
Si 4.4853 0.8263 0.3024
C 5.7410 0.2287 -0.9220
C 4.8421 2.5298 0.9508
C 2.8361 0.8977 -0.5843
C 1.7496 0.9019 -1.1541
H 5.0845 -0.3113 2.3957
H 4.3563 -1.4516 1.2601
H 3.3295 -0.3311 2.1840
H 6.6113 -0.1637 -0.3869
H 6.0916 1.0297 -1.5797
H 5.3381 -0.5772 -1.5422
H 5.9149 2.7401 0.9046
H 4.5318 2.6262 1.9952
H 4.3281 3.2987 0.3673
C -5.3393 -1.3082 -4.9195
C -3.9538 -0.7947 -4.5336
C -2.9621 -1.9502 -4.4150
S -1.2800 -1.3475 -4.3137
O -1.2452 -0.7860 -2.8464
C -0.4235 -2.9413 -4.2635
C -0.5802 -3.7271 -2.9483
C -1.1813 -5.1157 -3.1740
H -6.0523 -0.4861 -4.9764
H -5.7133 -2.0261 -4.1862
H -5.3162 -1.7980 -5.8945
H -4.0037 -0.2633 -3.5805
H -3.5960 -0.0864 -5.2865
H -2.9753 -2.5772 -5.3126
H -3.1512 -2.5731 -3.5372
H 0.6096 -2.7137 -4.5180
H -0.8569 -3.4836 -5.1086
H -1.1960 -3.1683 -2.2441
H 0.3991 -3.8215 -2.4812
H -2.1158 -5.0605 -3.7384
H -1.3946 -5.6025 -2.2224
H -0.4946 -5.7583 -3.7283
```

Results
* HOMO-LUMO gap: 6.8858 eV
* LUMO energy: -7.91 eV
* 2S+1: 1
* relative energy (zero: lowest compared OMol25 entry of this formula, charge and spin): 10.9 kcal/mol
* charge: +3
* HOMO: -14.798 eV